# 1
Here is C21H42MnO21 as an isolated structure in a non-equilibrium geometry from OMol25. Energies are from ωB97M-V/def2-TZVPD.

The charge is +2. The spin multiplicity is 6. As for the energy above the lowest of the compared OMol25 structures with the same formula, charge and spin: 0.0 kJ/mol. Its LUMO energy (spin up / spin down) is -3.9 / -3.9 eV. The total energy is -96765.0634 eV. The highest occupied orbital energy (spin up / spin down) is -15.15 / -15.73 eV.

Element x y z (Å)
1 Mn 0.19 0.10 0.34
2 C -2.62 2.89 3.74
3 O -1.57 2.19 3.05
4 C -1.03 2.69 1.96
5 O -0.30 2.04 1.25
6 O -1.44 3.91 1.72
7 C -0.85 4.61 0.64
8 H -2.21 3.85 4.03
9 H -2.94 2.32 4.60
10 H -3.45 3.10 3.07
11 H -0.87 3.99 -0.26
12 H 0.20 4.85 0.84
13 H -1.34 5.55 0.41
14 C -4.02 1.11 0.60
15 O -3.89 0.42 1.84
16 C -2.79 -0.21 2.18
17 O -1.77 -0.24 1.50
18 O -2.96 -0.69 3.38
19 C -1.90 -1.29 4.11
20 H -4.57 2.04 0.79
21 H -4.60 0.49 -0.06
22 H -3.07 1.49 0.23
23 H -1.39 -2.00 3.45
24 H -2.25 -1.77 5.01
25 H -1.13 -0.56 4.36
26 C -0.64 -4.25 -1.35
27 O -1.80 -3.44 -1.62
28 C -1.75 -2.18 -1.19
29 O -0.81 -1.71 -0.59
30 O -2.86 -1.54 -1.41
31 C -3.91 -2.06 -2.23
32 H -0.61 -5.03 -2.10
33 H -0.74 -4.68 -0.35
34 H 0.29 -3.70 -1.42
35 H -3.56 -2.82 -2.93
36 H -4.27 -1.25 -2.85
37 H -4.74 -2.43 -1.62
38 C -3.10 2.03 -3.81
39 O -2.62 1.60 -2.54
40 C -1.36 1.65 -2.23
41 O -0.91 1.14 -1.23
42 O -0.63 2.32 -3.11
43 C 0.73 2.59 -2.77
44 H -4.02 1.48 -4.04
45 H -2.47 1.71 -4.64
46 H -3.31 3.09 -3.84
47 H 0.85 3.55 -2.26
48 H 1.35 2.58 -3.66
49 H 1.10 1.81 -2.10
50 C 4.82 0.81 0.38
51 O 4.21 2.05 0.76
52 C 2.88 2.08 0.73
53 O 2.19 1.11 0.55
54 O 2.41 3.29 0.86
55 C 3.27 4.43 0.90
56 H 5.80 0.97 -0.05
57 H 4.26 0.35 -0.44
58 H 4.88 0.16 1.24
59 H 2.73 5.37 1.01
60 H 3.90 4.47 0.02
61 H 3.91 4.34 1.78
62 C 0.99 -0.96 -3.99
63 O 2.00 -1.60 -3.24
64 C 2.14 -1.29 -1.95
65 O 1.45 -0.49 -1.37
66 O 3.21 -1.84 -1.45
67 C 3.82 -3.04 -1.93
68 H 1.25 0.08 -4.20
69 H 0.03 -0.88 -3.46
70 H 0.85 -1.51 -4.91
71 H 3.45 -3.91 -1.40
72 H 4.90 -2.99 -1.75
73 H 3.72 -3.15 -3.01
74 C 3.42 -2.52 2.13
75 O 2.18 -3.06 2.55
76 C 1.08 -2.50 2.08
77 O 1.06 -1.46 1.45
78 O 0.01 -3.22 2.23
79 C 0.03 -4.52 2.78
80 H 3.61 -1.57 2.62
81 H 3.48 -2.44 1.04
82 H 4.26 -3.18 2.36
83 H -0.95 -4.99 2.78
84 H 0.42 -4.58 3.79
85 H 0.71 -5.18 2.22

# 2
Here is C21H43AuN2P3S as an isolated structure in a non-equilibrium geometry from OMol25. Energies are from ωB97M-V/def2-TZVPD.

The charge is +3. The spin multiplicity is 3. As for the energy above the lowest of the compared OMol25 structures with the same formula, charge and spin: 85.8 kJ/mol. Its LUMO energy (spin up / spin down) is -8.2 / -12.1 eV. The total energy is -67821.5959 eV. The highest occupied orbital energy (spin up / spin down) is -16.07 / -16.07 eV.

Element x y z (Å)
1 Au 0.07 -0.54 -0.36
2 P -2.02 -2.25 -0.68
3 P -0.03 -1.04 1.94
4 P -0.47 0.36 -2.45
5 H 5.81 0.90 -0.56
6 C 5.46 1.67 -1.28
7 C 5.25 2.96 -0.89
8 H 5.17 3.15 0.19
9 C -1.26 -3.86 -1.10
10 C -3.10 -2.74 0.71
11 C -3.32 -2.18 -1.96
12 C 1.10 0.11 2.75
13 C -1.50 -0.91 3.01
14 C 0.65 -2.71 2.17
15 C 0.57 1.77 -2.86
16 C -2.11 1.04 -2.82
17 C -0.19 -0.87 -3.75
18 H 5.50 1.38 -2.33
19 H 5.37 3.88 -1.47
20 H -2.05 -4.62 -1.22
21 H -0.57 -4.15 -0.29
22 H -0.70 -3.75 -2.03
23 H -3.75 -3.56 0.36
24 H -3.72 -1.89 1.02
25 H -2.50 -3.10 1.56
26 H -3.82 -3.17 -1.97
27 H -2.91 -1.98 -2.95
28 H -4.06 -1.42 -1.69
29 H 1.66 -0.36 3.57
30 H 0.55 0.99 3.12
31 H 1.77 0.43 1.96
32 H -1.51 -1.73 3.74
33 H -2.41 -0.92 2.40
34 H -1.45 0.04 3.56
35 H 0.95 -2.87 3.21
36 H 1.52 -2.85 1.52
37 H -0.12 -3.45 1.89
38 H 0.38 2.08 -3.90
39 H 1.63 1.51 -2.76
40 H 0.33 2.58 -2.18
41 H -2.01 1.57 -3.77
42 H -2.41 1.75 -2.04
43 H -2.86 0.26 -2.91
44 H -0.26 -0.36 -4.72
45 H -0.93 -1.67 -3.71
46 H 0.81 -1.30 -3.64
47 C 3.23 1.66 0.48
48 C 3.06 0.58 -0.40
49 C 3.64 -0.67 -0.15
50 C 4.30 -0.89 1.06
51 C 4.43 0.16 2.00
52 C 3.85 1.42 1.73
53 S 2.75 3.24 -0.22
54 H 2.35 3.79 0.91
55 H 2.57 0.77 -1.36
56 H 3.60 -1.44 -0.93
57 H 4.65 -1.90 1.27
58 H 4.96 0.00 2.95
59 H 3.84 2.23 2.49
60 C -4.49 0.92 0.05
61 C -3.41 1.60 0.80
62 N -2.09 1.57 0.59
63 C -1.54 2.40 1.55
64 C -2.53 2.93 2.34
65 N -3.71 2.40 1.85
66 H -4.77 -0.01 0.57
67 H -4.16 0.70 -0.98
68 H -5.37 1.58 0.02
69 H -0.47 2.56 1.61
70 H -2.51 3.64 3.16
71 H -4.66 2.56 2.18

# 3
Here is C21H43InO3PS as an isolated structure in a non-equilibrium geometry from OMol25. Energies are from ωB97M-V/def2-TZVPD.

The charge is -1. As for the energy above the lowest of the compared OMol25 structures with the same formula, charge and spin: 514.3 kJ/mol. Its LUMO energy is 2.0 eV. The total energy is -53909.1790 eV. The highest occupied orbital energy is -3.37 eV.

Element x y z (Å)
1 C -3.59 -5.44 3.11
2 C -3.36 -4.17 3.77
3 In -3.60 -2.21 2.60
4 S -5.92 -1.32 3.08
5 C -2.08 -0.63 3.28
6 C -0.80 -0.67 2.34
7 C -0.91 -0.45 0.81
8 C 0.25 -0.51 -0.21
9 C 1.67 -0.80 0.35
10 C 1.84 -0.99 1.88
11 C 0.65 -0.92 2.89
12 C 0.95 -1.12 4.44
13 P -3.42 -2.82 0.15
14 C -5.09 -2.75 -0.75
15 C -2.66 -4.53 -0.14
16 H -2.81 -6.27 3.18
17 H -4.55 -5.59 2.50
18 H -3.04 -4.14 4.87
19 H -6.20 -0.48 2.01
20 H -2.56 0.42 3.38
21 H -1.80 -0.93 4.36
22 H -1.97 -0.27 0.39
23 H 0.04 -0.36 -1.32
24 H 2.58 -0.89 -0.32
25 H 2.91 -1.21 2.26
26 H 0.09 -1.57 5.03
27 H 1.18 -0.08 4.90
28 H 1.87 -1.78 4.59
29 H -5.87 -3.24 -0.06
30 H -4.95 -3.35 -1.73
31 H -5.39 -1.67 -0.99
32 H -1.97 -4.80 0.72
33 H -3.51 -5.31 -0.22
34 H -2.10 -4.56 -1.14
35 C 0.03 0.03 -6.02
36 C 0.15 -0.33 -4.54
37 C 1.50 -0.96 -4.24
38 O -0.89 -1.24 -4.19
39 H 0.11 -0.86 -6.65
40 H -0.95 0.47 -6.22
41 H 0.80 0.74 -6.31
42 H 0.02 0.57 -3.93
43 H 1.64 -1.89 -4.81
44 H 1.57 -1.22 -3.18
45 H 2.32 -0.28 -4.48
46 H -0.78 -2.04 -4.73
47 C 2.34 3.78 -5.35
48 C 3.22 2.58 -5.04
49 C 4.70 2.95 -5.09
50 O 2.96 1.55 -5.99
51 H 2.54 4.17 -6.36
52 H 1.28 3.50 -5.32
53 H 2.51 4.59 -4.63
54 H 2.98 2.19 -4.05
55 H 4.97 3.31 -6.09
56 H 5.32 2.08 -4.88
57 H 4.93 3.73 -4.37
58 H 3.17 1.88 -6.87
59 C 0.41 4.60 5.27
60 C 1.29 3.40 5.57
61 C 2.76 3.77 5.51
62 O 1.02 2.36 4.63
63 H 0.60 4.98 4.26
64 H -0.65 4.32 5.30
65 H 0.58 5.41 5.98
66 H 1.05 3.01 6.56
67 H 3.04 4.12 4.51
68 H 3.39 2.89 5.72
69 H 3.00 4.55 6.24
70 H 1.23 2.70 3.75

Question: Look up the energy above the lowest of the compared OMol25 structures with the same formula, charge and spin of the second one.
Answer: 85.8 kJ/mol

Question: Which value of energy above the lowest of the compared OMol25 structures with the same formula, charge and spin does entry 1 give?
Answer: 0.0 kJ/mol